Entry 1:
11
Properties=species:S:1:pos:R:3 method="wB97M-V/def2-TZVPD" relative_energy_kj_mol=400.3 orbital_gap_ha=0.392 total_charge=0 lumo_energy_ha=0.0231 largest_force_ev_per_a=3.6
C 1.50312 0.41684 0.46436
O 0.40666 0.40848 -0.44530
H 0.15524 -0.62238 -0.96186
H 1.68353 1.43991 0.79527
H 1.30900 -0.18213 1.35860
H 2.40483 0.04876 -0.02801
C -1.22908 -0.45264 0.09322
O -2.26405 0.31849 -0.23362
O -1.06432 -1.06111 1.09452
H -2.06938 0.81857 -1.03884
H -0.83557 -1.13279 -1.09834

Entry 2:
16
Properties=species:S:1:pos:R:3 method="wB97M-V/def2-TZVPD" relative_energy_kj_mol=594.7 orbital_gap_ha=0.302 total_charge=0 lumo_energy_ha=-0.0145 largest_force_ev_per_a=0.5
C -2.07609 -2.28001 -0.00992
N -1.08234 -1.22529 -0.10378
C -1.30942 -0.12201 0.42964
O -0.39231 0.93208 0.39572
C 0.81946 0.75165 -0.10283
C 1.61083 1.91217 -0.58906
O 2.88980 1.76256 -0.73084
H -2.35469 -2.59575 -1.02001
H -1.62570 -3.14485 0.48751
H -2.98597 -1.99158 0.53641
H -2.19619 0.20247 0.98311
H 2.45232 0.52455 1.22385
H 1.05746 -0.26059 -0.43278
H 1.07036 1.78286 -1.59893
H 1.19213 2.85345 -0.16761
H 2.93036 0.89830 0.69954

Entry 3:
18
Properties=species:S:1:pos:R:3 method="wB97M-V/def2-TZVPD" relative_energy_kj_mol=0.0 orbital_gap_ha=0.111 total_charge=+2 lumo_energy_ha=-0.5384 largest_force_ev_per_a=2.1
Al -23.50983 -35.88849 3.62035
B -25.18025 -36.14529 6.18975
H -25.04639 -35.09346 5.62561
H -24.20957 -36.01513 6.92092
H -26.08019 -36.38375 6.96820
H -25.31186 -36.85856 5.19875
O -25.04875 -34.96260 1.46907
C -25.79806 -34.93147 0.50246
O -25.68108 -35.72608 -0.52396
C -26.93297 -35.76393 -1.27635
C -27.93459 -35.06218 -0.37607
C -27.03115 -34.04003 0.32955
H -27.15197 -36.77958 -1.58568
H -26.73004 -35.15447 -2.15959
H -28.36186 -35.76973 0.33955
H -28.79275 -34.62219 -0.88321
H -27.42035 -33.66904 1.27124
H -26.72221 -33.23631 -0.34458

Entry 4:
9
Properties=species:S:1:pos:R:3 method="wB97M-V/def2-TZVPD" relative_energy_kj_mol=0.0 orbital_gap_ha=0.255 total_charge=+2 lumo_energy_ha=-0.4687 largest_force_ev_per_a=6.1
O 1.34504 1.79401 0.16419
Lu 2.64430 0.17938 -0.16231
O 0.38018 -0.13503 0.05012
C 0.18844 1.26821 0.06761
O -0.88629 1.74424 -0.19307
C -0.72165 -1.04641 0.02802
H -1.64085 -0.47620 0.19354
H -0.76727 -1.53240 -0.95277
H -0.54190 -1.79581 0.80466

Entry 5:
18
Properties=species:S:1:pos:R:3 method="wB97M-V/def2-TZVPD" relative_energy_kj_mol=310.7 orbital_gap_ha=0.376 total_charge=0 lumo_energy_ha=0.0329 largest_force_ev_per_a=2.5
C 1.69509 0.77097 0.55107
C 0.64872 -0.18713 0.07182
N 0.79367 -1.45518 -0.03259
O 2.11279 -1.91472 0.13901
C -0.76149 0.30526 -0.11930
C -1.79479 -0.76591 -0.41043
N -1.17083 1.16194 0.91793
O -0.36719 1.09230 -1.41010
H 1.54656 1.75675 0.11393
H 1.64519 0.85401 1.63696
H 2.67737 0.40079 0.26780
H 2.02717 -2.87130 0.03787
H -1.40030 -1.52442 -1.07952
H -2.09699 -1.23901 0.51946
H -2.64943 -0.29992 -0.89855
H -2.11357 1.50339 0.77719
H -0.54068 1.94249 1.05332
H -0.25130 0.46970 -2.13588

Entry 6:
15
Properties=species:S:1:pos:R:3 method="wB97M-V/def2-TZVPD" relative_energy_kj_mol=371.8 orbital_gap_ha=0.323 total_charge=0 lumo_energy_ha=0.0301 smiles=Oc1cc2n(c1)CC2 largest_force_ev_per_a=9.5
O -2.80303 -0.20353 0.03890
C -1.47417 -0.00966 0.04920
C -0.55144 -1.03663 -0.12467
C 0.66318 -0.59805 -0.09034
N 0.66667 0.67278 -0.08528
C -0.78488 1.10381 0.03584
C 2.15708 0.85811 -0.01248
C 2.15762 -0.90523 0.14680
H -3.30723 0.71242 0.12169
H -1.10762 -2.05795 -0.25480
H -1.21692 2.08046 0.05529
H 2.74198 1.21751 -0.99797
H 2.58930 1.34109 0.82292
H 2.77585 -1.48843 -0.58615
H 2.27786 -1.36051 1.09862